Model 1:
ORCA calculation (ωB97M-V/def2-TZVPD) on 2 unconnected molecules or ions with the total composition C5H14.

XYZ file:
```
19
C5H14 ωB97M-V/def2-TZVPD
C -1.54510 2.09224 0.03718
H 1.80424 0.19307 0.86731
H -0.20151 -1.81487 0.57064
H 2.73222 -1.77405 -0.47484
H 1.46021 -3.15439 -0.61369
C 1.63510 -2.09977 -0.50237
H -1.50435 0.48956 -1.53664
H 1.13442 -0.31039 2.35404
H -2.36059 1.79615 -2.15843
C 0.89019 -1.75472 0.81427
C -1.54191 1.62386 -1.43107
C 0.88288 -0.28229 1.26002
H -2.59806 2.07296 0.39616
H -1.40520 3.18931 0.21097
H 1.07476 -1.51191 -1.28793
H -0.60760 1.79782 -2.01625
H -0.04239 0.32467 1.10953
H 1.21739 -2.46305 1.60492
H -1.02470 1.58580 0.79620
```

Computed properties:
* E_LUMO: 0.040 Ha
* SMILES string: CCC.CC

=====

Model 2:
ORCA calculation (ωB97M-V/def2-TZVPD) on 2 unconnected molecules or ions with the total composition C5H14.

XYZ file:
```
19
C5H14 ωB97M-V/def2-TZVPD
H 2.37845 -2.12521 0.97576
H 0.03136 1.00116 -0.01387
C -0.98725 0.92768 0.30324
H -1.21959 -0.18278 -1.48492
C 2.82679 0.03446 0.95413
H -3.92661 -0.19011 -0.47499
H -1.27187 1.87850 -0.11569
C -1.69729 -0.09339 -0.55632
H 2.07918 0.10284 1.79293
H -1.84126 -1.13703 -0.11717
C -3.07848 0.41779 -0.99316
H 1.70133 -1.29571 -0.41285
C 2.51325 -1.36275 0.29996
H -1.42637 1.13566 1.25500
H -3.16336 0.07391 -2.01494
H 3.86878 0.09252 1.55972
H -3.05861 1.52542 -0.99730
H 2.86859 0.77817 0.32257
H 3.40297 -1.58112 -0.28211
```

Computed properties:
* E_LUMO: 0.042 Ha
* SMILES string: CCC.CC

=====

Model 3:
ORCA calculation (ωB97M-V/def2-TZVPD) on 2 unconnected molecules or ions with the total composition C5H14.

XYZ file:
```
19
C5H14 ωB97M-V/def2-TZVPD
H 0.96233 0.01041 0.21659
H 2.09112 0.65727 -0.92795
C -1.83783 -0.72302 -0.54206
C -1.96378 0.23579 0.63145
C 1.61383 -0.26418 -0.59867
H -1.16206 1.91503 -0.66452
H -1.68996 -0.01352 1.65962
H 2.60530 -0.60876 1.24882
C 2.84818 -0.81801 0.20119
H -2.56275 -1.55045 -0.61242
H -3.03778 0.46222 0.62289
H -0.22955 1.58847 0.74058
H -1.57704 -0.20540 -1.46679
H 2.98876 -1.90556 0.22251
H 3.81807 -0.36498 0.06449
H 1.22983 -0.88380 -1.39627
C -1.25188 1.55373 0.36597
H -1.81387 2.39583 0.79326
H -1.03091 -1.48108 -0.55868
```

Computed properties:
* E_LUMO: 0.041 Ha
* SMILES string: CCC.CC

=====

Model 4:
ORCA calculation (ωB97M-V/def2-TZVPD) on 2 unconnected molecules or ions with the total composition C5H14.

XYZ file:
```
19
C5H14 ωB97M-V/def2-TZVPD
H 0.73604 1.94114 -1.92294
H 1.80002 0.33030 -0.42778
H 1.72662 -2.02389 -1.07343
C 1.43577 -0.02504 -1.44685
C -0.66477 0.34697 2.85384
C 0.88799 -1.49011 -1.52872
H -2.41685 -0.73734 2.12067
H 2.38807 -0.04802 -2.15652
H 0.53101 -1.95239 -2.49202
C -1.90496 0.24566 1.95711
H -0.63778 0.90484 -1.74206
H -1.03228 0.08324 3.99961
H 0.11427 -0.30409 2.57325
H 0.52232 0.73380 -3.11787
H -0.11210 -1.54659 -0.79863
C 0.43678 0.91720 -2.03767
H -2.86225 0.94741 2.27250
H -1.62251 0.33996 0.97043
H -0.27945 1.36360 3.00856
```

Computed properties:
* E_LUMO: 0.039 Ha
* SMILES string: CCC.CC

=====

Stability, highest: model 3

=====

Model 1:
ORCA calculation (ωB97M-V/def2-TZVPD) on 2 unconnected molecules or ions with the total composition C5H14.

XYZ file:
```
19
C5H14 ωB97M-V/def2-TZVPD
H 1.33488 1.01525 -3.55134
H -0.53496 2.06438 -2.00440
H -1.77251 -2.59549 3.22921
H 0.26470 2.10357 -0.37211
H -1.14797 1.19449 -0.76759
C 0.89696 0.41775 -1.50396
C -1.84811 -1.63334 2.83736
H 2.46650 1.69998 -2.30926
C 1.90180 0.76507 -2.60840
H -0.14830 -1.74607 1.31108
H 0.32472 -0.92064 2.62078
C -0.13663 1.44526 -1.16959
H 2.79277 0.14387 -2.87452
H -2.68604 -1.55275 2.14448
C -0.63753 -1.01039 2.02055
H -2.04426 -1.02059 3.66054
H 1.54924 0.20941 -0.59376
H 0.29303 -0.49601 -1.70790
H -0.86831 -0.08376 1.63883
```

Computed properties:
* E_LUMO: 0.041 Ha
* SMILES string: CCC.CC

=====

Model 2:
ORCA calculation (ωB97M-V/def2-TZVPD) on 2 unconnected molecules or ions with the total composition C5H14.

XYZ file:
```
19
C5H14 ωB97M-V/def2-TZVPD
C -1.85203 0.07933 -1.69896
H -0.34466 -1.50484 -1.27175
H 0.05551 1.01484 1.18403
H 1.02388 0.15852 3.60220
H 0.02515 1.33359 -1.19918
H 0.88604 -0.60846 -0.47357
C 0.36144 -0.80470 -1.31252
H 0.45594 -0.66849 1.02780
H 1.18184 -1.29066 -1.88706
C -0.28055 0.48206 -1.80605
C 1.48054 0.30831 2.63246
H -0.16767 0.64191 -2.81950
H 2.28645 -0.44942 2.57151
H -0.61144 -0.02143 2.28516
H -2.28901 0.76516 -0.89491
H 1.83296 1.22137 2.53506
H -2.03836 -0.91690 -1.41627
C 0.30726 0.16233 1.72856
H -2.31326 0.09749 -2.78699
```

Computed properties:
* E_LUMO: 0.043 Ha
* SMILES string: CCC.CC

=====

Stability, highest: model 1